Computed, not measured: a single C21H33N3O3S molecule, with the ωB97M-V functional and the def2-TZVPD basis.

Atoms and positions in Å:
1 C 5.469 3.884 -0.836
2 H 6.070 3.761 0.063
3 C 4.098 3.247 -0.653
4 H 3.572 3.747 0.161
5 H 3.503 3.374 -1.558
6 C 4.212 1.750 -0.356
7 N 2.900 1.134 -0.277
8 C 2.187 1.373 0.969
9 C 0.711 1.682 0.708
10 C -0.025 2.011 2.001
11 H -1.095 2.085 1.826
12 H 0.327 2.954 2.414
13 H 0.144 1.231 2.740
14 H 0.240 0.820 0.233
15 H 0.646 2.521 0.014
16 H 2.259 0.515 1.652
17 H 2.639 2.230 1.471
18 C 2.852 -0.239 -0.724
19 C 3.757 -1.231 0.042
20 N 3.522 -2.609 -0.311
21 S 2.474 -3.504 0.619
22 O 2.877 -3.346 1.983
23 O 2.451 -4.809 0.028
24 C 0.863 -2.752 0.411
25 C 0.320 -1.999 1.433
26 C -0.905 -1.368 1.270
27 C -1.556 -1.515 0.054
28 C -1.013 -2.306 -0.965
29 C 0.202 -2.930 -0.796
30 H 0.640 -3.554 -1.558
31 C -1.937 -2.326 -2.146
32 H -2.280 -3.341 -2.354
33 H -1.441 -1.952 -3.043
34 C -3.093 -1.412 -1.707
35 N -2.769 -0.965 -0.354
36 C -3.524 -0.086 0.374
37 O -3.181 0.312 1.467
38 C -4.826 0.335 -0.274
39 H -4.635 0.737 -1.270
40 C -5.698 1.254 0.596
41 H -5.869 2.250 0.196
42 H -5.305 1.338 1.607
43 C -6.870 0.270 0.465
44 H -7.291 -0.080 1.404
45 H -7.676 0.638 -0.166
46 C -5.948 -0.729 -0.251
47 H -6.296 -1.061 -1.228
48 H -5.700 -1.598 0.356
49 H -4.047 -1.945 -1.703
50 H -3.185 -0.546 -2.370
51 H -1.339 -0.775 2.056
52 H 0.869 -1.921 2.357
53 H 3.436 -2.800 -1.296
54 H 4.810 -0.996 -0.144
55 H 3.578 -1.174 1.117
56 H 1.815 -0.576 -0.649
57 H 3.135 -0.259 -1.783
58 H 4.800 1.601 0.565
59 H 4.757 1.280 -1.178
60 H 5.999 3.422 -1.666
61 H 5.372 4.947 -1.041

Atomic forces in eV per Å
C -0.238 -0.007 0.072
H 0.132 0.028 0.070
C 0.331 -0.211 0.005
H -0.107 0.017 0.020
H -0.085 -0.025 0.021
C -0.258 0.355 -0.080
N 0.209 -0.077 0.018
C -0.384 0.110 -0.348
C 0.163 0.026 0.333
C 0.003 -0.055 -0.280
H -0.117 0.017 0.086
H 0.036 0.097 0.106
H -0.037 -0.089 0.175
H 0.005 0.001 -0.106
H 0.035 -0.018 -0.079
H 0.041 0.022 0.087
H 0.036 -0.022 0.074
C 0.063 -0.142 0.095
C -0.085 0.675 0.138
N -0.427 -0.706 0.386
S 0.229 0.006 -0.431
O -0.137 0.322 0.017
O -0.164 0.135 -0.254
C 0.612 -0.365 0.250
C 0.104 -0.046 0.014
C -0.107 0.049 0.066
C 0.510 -0.231 0.171
C 0.098 0.090 0.168
C -0.206 0.069 -0.019
H -0.005 -0.093 -0.180
C 0.024 -0.051 -0.038
H -0.026 0.039 -0.039
H -0.057 -0.016 -0.005
C -0.411 0.057 -0.464
N 0.071 -0.049 0.086
C -0.227 0.122 -0.333
O 0.078 0.038 0.265
C 0.267 0.207 0.128
H 0.006 -0.039 -0.013
C 0.097 0.257 0.113
H 0.022 0.048 0.011
H 0.015 0.023 -0.031
C -0.290 0.017 0.081
H -0.073 0.002 0.011
H -0.050 -0.019 -0.004
C -0.126 -0.300 -0.186
H 0.031 -0.085 0.000
H 0.032 -0.080 -0.012
H 0.057 0.067 -0.066
H -0.040 -0.118 0.035
H 0.018 0.020 0.024
H 0.016 0.061 0.161
H -0.077 -0.218 -0.185
H -0.090 -0.016 0.125
H 0.156 0.223 0.003
H 0.050 -0.040 -0.093
H -0.071 -0.094 -0.016
H 0.075 -0.029 -0.050
H 0.076 -0.036 0.007
H 0.108 -0.020 -0.089
H 0.089 0.100 -0.022

Output
- lowest unoccupied orbital energy (eV) = 0.46
- Kohn-Sham gap (eV) = 8.663
- SMILES = CCCN(CCC)CCNS(=O)(=O)c1ccc2c(c1)CCN2C(=O)C1CCC1
- relative energy (zero: lowest compared OMol25 entry of this formula, charge and spin) (eV) = 1.766

=====

Computed, not measured: 6 unconnected molecules or ions with the total composition C21H33NO20S, with the ωB97M-V functional and the def2-TZVPD basis.

Atoms and positions in Å:
1 N 4.472 3.971 1.126
2 C 3.958 3.064 0.064
3 C 2.544 2.353 0.447
4 C 2.710 1.510 1.798
5 C 2.182 -0.023 1.667
6 O 1.048 -0.153 0.766
7 S -0.410 -0.358 1.569
8 O -0.371 0.276 2.954
9 O -1.665 0.498 0.789
10 C -1.261 1.830 0.402
11 C -1.373 2.934 1.558
12 O -2.503 3.465 1.724
13 O -0.277 3.365 2.377
14 H 4.626 3.484 2.018
15 H 3.877 4.805 1.248
16 H 4.707 2.201 -0.086
17 H 3.869 3.682 -0.888
18 H 1.807 3.233 0.593
19 H 2.197 1.757 -0.459
20 H 3.843 1.428 1.997
21 H 2.215 2.073 2.657
22 H 2.052 -0.522 2.682
23 H 3.055 -0.581 1.157
24 H -0.222 1.916 -0.055
25 H -1.995 2.164 -0.422
26 H 0.060 4.165 1.897
27 C -3.317 -1.793 3.263
28 C -4.704 -1.686 2.706
29 O -4.783 -2.802 1.829
30 C -3.869 -3.716 2.259
31 O -3.790 -4.836 1.846
32 O -3.059 -3.191 3.217
33 H -3.247 -1.418 4.285
34 H -2.578 -1.278 2.645
35 H -5.473 -1.786 3.477
36 H -4.865 -0.753 2.164
37 C -5.595 5.685 1.824
38 C -4.351 5.963 1.037
39 O -4.856 6.363 -0.231
40 C -6.121 6.824 -0.032
41 O -6.771 7.391 -0.860
42 O -6.549 6.557 1.233
43 H -5.474 5.902 2.886
44 H -5.940 4.653 1.709
45 H -3.764 6.785 1.458
46 H -3.712 5.085 0.942
47 C 5.747 -2.418 -1.691
48 C 4.494 -1.610 -1.856
49 O 4.892 -0.313 -1.421
50 C 6.243 -0.236 -1.569
51 O 6.878 0.772 -1.452
52 O 6.777 -1.452 -1.866
53 H 5.832 -3.212 -2.429
54 H 5.837 -2.852 -0.690
55 H 4.170 -1.549 -2.899
56 H 3.669 -1.988 -1.251
57 C 2.495 -6.101 -3.334
58 C 3.899 -5.875 -2.865
59 O 3.903 -4.493 -2.526
60 C 2.616 -4.143 -2.258
61 O 2.284 -3.094 -1.779
62 O 1.754 -5.134 -2.602
63 H 2.140 -7.110 -3.117
64 H 2.372 -5.905 -4.403
65 H 4.143 -6.459 -1.973
66 H 4.637 -6.087 -3.640
67 C -2.805 -1.401 -1.579
68 C -3.521 -2.717 -1.503
69 O -3.862 -2.973 -2.859
70 C -2.987 -2.275 -3.632
71 O -2.887 -2.398 -4.818
72 O -2.239 -1.419 -2.882
73 H -2.028 -1.304 -0.820
74 H -3.487 -0.549 -1.501
75 H -2.877 -3.524 -1.141
76 H -4.414 -2.671 -0.879

Atomic forces in eV per Å
N -0.366 -0.308 -0.406
C -0.360 -0.830 0.364
C 0.636 1.149 -0.317
C -0.170 -0.331 -0.360
C 2.748 0.930 0.173
O -1.522 0.489 1.242
S -0.567 0.182 3.401
O 0.475 -1.248 -3.747
O 2.699 0.952 -0.219
C 0.072 1.884 -0.889
C -3.660 1.593 0.978
O 4.310 -2.005 -0.459
O -1.151 -0.227 -2.577
H -0.292 0.486 -0.606
H 0.418 -0.853 0.072
H -0.959 1.513 0.031
H 0.068 -0.998 1.124
H 0.897 -1.501 -0.133
H 0.408 0.513 1.296
H -1.728 0.042 -0.074
H 0.627 -0.985 -1.096
H -0.294 0.787 -1.361
H -1.663 0.689 0.498
H -1.139 -0.671 0.719
H 1.024 -0.501 1.536
H -0.242 -0.769 0.792
C 0.429 0.570 0.428
C -0.555 0.652 0.088
O 0.400 -0.312 0.050
C 0.147 -1.060 -0.249
O -0.053 0.865 0.235
O -0.423 -0.237 -0.402
H 0.117 -0.182 -0.077
H -0.147 -0.054 0.095
H 0.055 -0.028 -0.046
H -0.035 -0.190 -0.092
C -0.092 -0.405 0.689
C 0.911 -0.278 0.126
O -0.606 0.161 0.080
C -0.566 0.540 -0.785
O 0.475 -0.433 0.634
O 0.193 0.148 -0.477
H -0.172 0.081 -0.124
H 0.037 0.054 -0.026
H -0.081 -0.004 -0.008
H -0.163 0.228 -0.145
C 0.189 -0.673 -0.071
C -0.613 -0.103 0.262
O 0.802 0.109 -0.002
C 0.541 0.872 0.047
O -0.460 -0.710 -0.041
O -0.197 0.587 0.121
H 0.229 0.243 0.068
H -0.012 0.040 -0.024
H 0.014 0.007 0.065
H 0.555 0.598 -0.191
C -0.331 -0.657 -0.517
C 0.693 -0.644 -0.079
O -0.624 0.200 0.085
C -0.783 0.561 0.322
O -0.436 -1.477 -0.459
O 0.486 0.560 0.264
H -0.120 0.200 0.071
H 0.010 0.022 0.078
H -0.040 0.071 -0.034
H -0.001 0.218 0.115
C 0.213 0.429 0.566
C -0.319 -0.419 0.691
O 0.356 0.381 -0.348
C 0.029 -0.193 -1.052
O -0.046 0.108 0.872
O -0.256 -0.345 -0.271
H -0.016 0.020 -0.288
H 0.019 -0.037 -0.005
H -0.028 0.052 -0.024
H 0.008 -0.118 -0.196

Output
- lowest unoccupied orbital energy (eV) = -0.14
- Kohn-Sham gap (eV) = 9.065

=====

Computed, not measured: a molecular structure, C21H34BNO3P2Pt, with the ωB97M-V functional and the def2-TZVPD basis.

Atoms and positions in Å:
1 Pt 0.369 0.263 -0.609
2 P -1.354 1.514 -1.602
3 P 2.007 -1.263 0.180
4 N -0.309 -1.181 -1.612
5 H 0.525 1.998 -0.319
6 C -0.690 2.315 -3.086
7 H -1.433 3.019 -3.488
8 H -0.470 1.539 -3.833
9 H 0.241 2.849 -2.850
10 C -2.099 2.797 -0.557
11 H -2.739 3.423 -1.191
12 H -1.319 3.409 -0.092
13 H -2.690 2.324 0.235
14 C -2.777 0.527 -2.181
15 H -3.614 1.199 -2.422
16 H -3.086 -0.176 -1.397
17 H -2.493 -0.041 -3.075
18 C 3.471 -1.122 -0.889
19 H 4.296 -1.730 -0.489
20 H 3.771 -0.067 -0.920
21 H 3.220 -1.462 -1.901
22 C 2.632 -1.135 1.888
23 H 3.558 -1.718 1.965
24 H 1.892 -1.523 2.589
25 H 2.840 -0.090 2.124
26 C 1.525 -3.022 0.105
27 H 2.309 -3.647 0.553
28 H 1.366 -3.342 -0.928
29 H 0.599 -3.172 0.667
30 C -0.798 -2.215 -2.248
31 C -0.956 -3.564 -4.305
32 C -0.436 -2.478 -3.629
33 C -1.708 -3.160 -1.638
34 C -2.203 -4.235 -2.350
35 C -1.847 -4.451 -3.688
36 H -0.662 -3.732 -5.352
37 H 0.261 -1.780 -4.085
38 H -1.974 -2.978 -0.597
39 H -2.891 -4.938 -1.860
40 H -2.257 -5.300 -4.242
41 C 1.680 2.557 0.189
42 O 2.321 1.354 0.467
43 C 2.313 3.352 -0.962
44 H 2.973 4.117 -0.545
45 H 1.583 3.869 -1.587
46 H 2.924 2.694 -1.577
47 C 1.633 3.408 1.474
48 H 2.657 3.306 1.913
49 H 0.941 3.016 2.225
50 H 1.473 4.491 1.355
51 O -0.889 1.350 1.983
52 B -0.412 0.229 1.260
53 O -0.534 -0.887 2.129
54 C -1.006 -0.435 3.337
55 C -1.030 -1.081 4.560
56 C -1.240 -0.285 5.687
57 C -1.452 1.081 5.592
58 C -1.457 1.721 4.355
59 C -1.225 0.933 3.242
60 H -0.871 -2.154 4.623
61 H -1.237 -0.759 6.677
62 H -1.624 1.672 6.496
63 H -1.600 2.795 4.236

Atomic forces in eV per Å
Pt -0.713 0.994 1.527
P 0.753 -0.238 -0.178
P 0.675 -0.027 -0.270
N -0.714 -2.935 -2.760
H 1.310 1.167 1.082
C -0.578 0.605 -0.428
H 0.223 0.002 -0.243
H -0.052 0.200 0.291
H -0.392 -0.233 -0.038
C -0.143 0.193 -0.312
H 0.023 -0.023 0.247
H -0.127 -0.118 -0.061
H 0.173 0.096 -0.182
C 0.019 0.109 -0.024
H 0.192 -0.173 0.030
H 0.112 0.184 -0.181
H -0.063 0.123 0.280
C 0.537 -0.322 0.214
H -0.014 0.093 -0.207
H -0.128 -0.326 0.036
H -0.019 0.081 0.233
C 0.216 0.088 -0.049
H -0.154 0.028 0.043
H 0.021 -0.007 -0.111
H -0.041 -0.190 -0.057
C 0.078 -0.089 -0.037
H -0.089 0.156 -0.075
H -0.011 0.102 0.132
H 0.088 0.100 -0.084
C -0.443 -0.680 -0.201
C 0.201 0.051 -0.576
C -0.216 -0.026 0.594
C 0.242 0.316 -0.203
C -0.348 -0.331 0.299
C 0.044 0.055 0.045
H -0.169 0.071 0.537
H -0.089 -0.139 -0.031
H -0.009 -0.116 -0.206
H 0.327 0.355 -0.230
H 0.172 0.322 0.231
C 0.951 -0.500 0.182
O -0.306 1.877 -0.378
C 0.047 -0.203 0.118
H 0.028 -0.010 -0.010
H -0.019 -0.012 0.059
H -0.150 -0.084 -0.140
C 0.275 -0.324 0.513
H -0.639 0.085 -0.307
H 0.013 0.035 -0.232
H -0.205 -0.423 -0.344
O -0.322 0.282 -0.038
B -1.110 0.008 1.386
O -0.202 -0.362 0.126
C 0.469 0.304 0.173
C -0.070 -0.066 -0.319
C -0.159 -0.568 0.557
C -0.277 0.457 0.238
C -0.149 0.123 -0.375
C 0.670 -0.004 0.264
H 0.098 0.181 0.077
H -0.031 0.217 -0.473
H 0.097 -0.268 -0.316
H 0.098 -0.262 0.161

Output
- <S²> = 6.07
- multiplicity = 5
- lowest unoccupied orbital energy (alpha / beta) (eV) = 0.54 / -1.00
- Kohn-Sham gap (alpha / beta) (eV) = 4.898 / 5.946